Density functional theory data (the ωB97M-V functional and the def2-TZVPD basis) for a 8-piece molecular cluster, C16H45BBrNO11P overall.

Structure (ORCA input):
```
! RIJCOSX wB97M-V def2-TZVPD def2/J DEFGRID3
* xyz -1 1
C 2.754 -3.866 0.898
C 2.030 -3.580 -0.209
C 1.102 -2.399 -0.369
C 0.520 -1.985 0.966
O 1.454 -1.223 1.678
B 0.686 -0.793 2.863
Br 0.784 -2.380 4.234
C 1.280 0.530 3.614
C 2.637 1.004 3.080
C 2.393 1.987 1.926
C 3.554 2.266 1.033
O 3.735 3.338 0.464
O 4.420 1.239 0.873
O -0.663 -0.572 2.310
C -0.639 -0.997 0.951
P -2.307 -1.584 0.510
N -3.041 -0.734 -0.607
H 3.380 -3.083 1.302
H 2.700 -4.807 1.428
H 2.128 -4.235 -1.072
H 1.568 -1.524 -0.826
H 0.315 -2.775 -1.019
H 0.215 -2.901 1.476
H 0.568 1.330 3.409
H 1.297 0.356 4.682
H 3.281 0.189 2.773
H 3.152 1.539 3.878
H 1.567 1.591 1.342
H 2.058 2.918 2.366
H 4.874 1.414 0.041
H -0.375 -0.115 0.364
H -3.022 -1.546 1.718
H -2.202 -2.945 0.148
H -2.428 0.004 -0.923
C 6.936 4.933 0.301
O 6.724 4.026 1.372
H 8.005 5.130 0.243
H 6.601 4.508 -0.649
H 6.411 5.877 0.471
H 5.776 3.858 1.413
C 5.446 -1.112 -0.587
O 5.284 -2.514 -0.418
H 4.739 -0.794 -1.350
H 5.228 -0.579 0.341
H 6.461 -0.865 -0.919
H 5.900 -2.800 0.259
C -4.782 2.567 -0.477
O -3.563 2.693 0.261
H -4.790 3.335 -1.246
H -4.837 1.587 -0.946
H -5.646 2.710 0.181
H -3.555 1.999 0.927
C -6.292 2.108 -3.992
O -6.214 1.181 -2.911
H -5.282 2.459 -4.194
H -6.694 1.626 -4.885
H -6.919 2.964 -3.721
H -7.103 0.868 -2.732
C -5.411 0.222 -7.412
O -6.706 0.330 -6.828
H -4.698 0.634 -6.703
H -5.153 -0.822 -7.606
H -5.351 0.787 -8.346
H -7.340 -0.035 -7.448
C 2.730 -7.935 0.382
O 2.977 -7.511 1.721
H 2.545 -7.049 -0.219
H 3.598 -8.468 -0.016
H 1.852 -8.586 0.347
H 3.140 -8.295 2.249
C -5.229 4.191 3.220
O -4.424 4.832 2.246
H -5.958 4.915 3.578
H -5.764 3.336 2.792
H -4.630 3.846 4.069
H -3.786 4.183 1.925
*
```

The value obtained for the total energy is -121340.8168 eV. For the LUMO energy, the calculation gives 1.98 eV.


Density functional theory data (the ωB97M-V functional and the def2-TZVPD basis) for an isolated ion of composition C4H6N3 and charge +1.

Structure (ORCA input):
```
! RIJCOSX wB97M-V def2-TZVPD def2/J DEFGRID3
* xyz 1 1
C 1.423 0.775 0.501
C 0.034 1.120 1.057
C 1.319 -0.091 -0.733
C -1.261 0.446 0.785
N 2.494 1.159 1.002
N 1.252 2.582 2.452
N 0.409 2.010 1.935
H 2.284 -0.338 -1.097
H 0.765 0.385 -1.485
H 0.831 -1.005 -0.523
H -1.184 -0.581 1.094
H -1.499 0.417 -0.319
H -2.153 0.846 1.241
*
```

The value obtained for the total energy is -8702.9336 eV. The value obtained for the energy relative to the best compared isomer or geometry (same formula, charge and spin) is 537.5 kJ/mol. For the LUMO energy (alpha / beta), the calculation gives -8.28 / -7.15 eV.


Density functional theory data (the ωB97M-V functional and the def2-TZVPD basis) for C7H15Cs2NO13S3 as an isolated structure.

Structure (ORCA input):
```
! RIJCOSX wB97M-V def2-TZVPD def2/J DEFGRID3
* xyz 0 1
Cs -0.072 -2.482 4.630
Cs -1.834 -4.941 -2.126
S -0.237 -2.507 1.162
O 0.788 -3.197 1.990
O 0.334 -1.411 0.354
O -0.851 -3.520 0.254
O -1.296 -2.008 2.093
C 2.119 2.167 0.212
C 1.342 2.245 1.517
O 1.434 3.224 2.248
N 0.521 1.205 1.790
C -0.456 1.287 2.861
H 2.422 3.177 -0.039
H 1.571 1.665 -0.582
H 3.041 1.600 0.390
H 0.520 0.340 1.246
H -0.895 2.278 2.947
H -0.034 0.975 3.822
H -1.274 0.606 2.613
C 3.144 -0.909 -1.631
C 2.101 -2.044 -1.661
O 1.504 -1.997 -2.977
S 1.705 -0.601 -3.677
O 0.553 0.205 -3.532
O 2.243 -0.831 -4.962
O 2.837 -0.045 -2.708
H 4.175 -1.236 -1.757
H 3.052 -0.420 -0.662
H 1.323 -1.890 -0.909
H 2.475 -3.057 -1.535
C -2.773 0.063 0.312
C -1.808 1.286 0.066
O -2.447 2.092 -0.945
S -4.020 1.840 -0.778
O -4.698 2.106 -1.980
O -4.450 2.459 0.412
O -3.894 0.285 -0.600
H -3.171 0.066 1.323
H -2.366 -0.908 0.082
H -0.824 0.973 -0.256
H -1.805 1.860 0.994
*
```

The value obtained for the total energy is -69211.9575 eV. The value obtained for the energy relative to the best compared isomer or geometry (same formula, charge and spin) is 0.0 kJ/mol. For the LUMO energy, the calculation gives -1.01 eV.


Density functional theory data (the ωB97M-V functional and the def2-TZVPD basis) for C3H5NO2 as an isolated structure.

Structure (ORCA input):
```
! RIJCOSX wB97M-V def2-TZVPD def2/J DEFGRID3
* xyz 0 1
C 1.062 1.268 0.989
C -0.254 0.672 0.577
O -1.341 1.050 0.900
O -0.028 -0.399 -0.280
C -1.075 -1.240 -0.538
N -0.803 -2.139 -1.469
H 1.621 0.550 1.596
H 1.667 1.495 0.106
H 0.881 2.176 1.564
H -1.849 -1.432 -1.521
H 0.119 -2.000 -1.924
*
```

The value obtained for the total energy is -8773.7454 eV. The value obtained for the energy relative to the best compared isomer or geometry (same formula, charge and spin) is 381.1 kJ/mol. For the LUMO energy, the calculation gives 0.85 eV.


Density functional theory data (the ωB97M-V functional and the def2-TZVPD basis) for C22H23BN5O9S as an isolated structure.

Structure (ORCA input):
```
! RIJCOSX wB97M-V def2-TZVPD def2/J DEFGRID3
* xyz -1 1
C -0.217 1.622 3.461
N 0.725 0.498 3.381
C 0.164 -0.699 2.704
C 0.835 -0.835 1.318
C 2.170 -1.453 1.196
C 2.983 -2.041 2.354
C 3.293 -1.087 3.552
C 3.839 0.310 3.160
N 4.669 0.235 1.917
C 2.762 -1.543 -0.039
N 4.080 -2.120 -0.189
C 2.126 -1.065 -1.233
N 2.650 -1.102 -2.475
S 1.455 -0.441 -3.368
N 0.312 -0.110 -2.303
C 0.806 -0.490 -1.102
C 0.188 -0.386 0.183
C -1.240 0.203 0.352
O -1.714 0.892 -0.796
C -1.490 2.245 -0.770
C -1.805 3.101 0.279
C -1.590 4.480 0.249
C -1.055 5.027 -0.918
C -0.719 4.199 -1.991
C -0.936 2.826 -1.921
H -1.149 1.353 4.006
H -0.414 2.108 2.497
H 0.264 2.393 4.095
H 0.902 0.243 4.350
H 0.443 -1.575 3.309
H -0.931 -0.628 2.608
H 3.923 -2.489 2.029
H 2.369 -2.870 2.771
H 4.094 -1.582 4.135
H 2.417 -1.064 4.213
H 4.540 0.608 3.963
H 3.067 1.083 3.059
H 5.414 0.916 2.057
H 4.093 0.616 1.170
H 4.737 -1.372 -0.401
H 4.088 -2.776 -0.964
H -1.322 0.766 1.285
H -1.902 -0.679 0.469
H -2.246 2.679 1.192
H -1.840 5.101 1.112
H -0.913 6.110 -0.962
H -0.315 4.593 -2.926
H -0.701 2.185 -2.774
B -3.918 -2.153 -3.640
O -2.514 -1.970 -4.066
C -2.436 -0.838 -4.752
O -1.430 -0.395 -5.235
C -3.810 -0.209 -4.814
O -4.092 0.822 -5.358
O -4.665 -0.988 -4.160
O -4.473 -3.419 -4.166
C -4.855 -4.161 -3.133
O -5.348 -5.252 -3.212
C -4.564 -3.404 -1.855
O -4.785 -3.786 -0.739
O -4.019 -2.235 -2.166
*
```

The value obtained for the total energy is -60583.7563 eV. The value obtained for the energy relative to the best compared isomer or geometry (same formula, charge and spin) is 0.0 kJ/mol. For the LUMO energy, the calculation gives 1.72 eV.


Density functional theory data (the ωB97M-V functional and the def2-TZVPD basis) for C21H28F5O2Pt as an isolated structure.

Structure (ORCA input):
```
! RIJCOSX wB97M-V def2-TZVPD def2/J DEFGRID3
* xyz -1 3
O 0.064 0.024 0.371
C -0.168 -0.686 -0.882
C 1.319 -0.889 -1.137
H -0.667 -0.025 -1.602
H -0.730 -1.609 -0.705
C 1.504 -0.121 0.189
H 1.670 -0.379 -2.037
H 1.618 -1.939 -1.083
C 2.180 1.220 0.019
H 1.615 1.845 -0.679
H 3.188 1.068 -0.390
H 2.272 1.729 0.987
C 2.104 -0.921 1.316
H 1.640 -1.908 1.392
H 1.964 -0.402 2.275
H 3.183 -1.055 1.151
Pt -1.877 0.511 2.525
C -1.606 -1.093 4.290
C -2.772 -1.177 3.410
C -2.271 -1.678 2.118
H -3.812 -1.077 3.691
C -0.915 -2.105 2.333
C -0.521 -1.756 3.640
H 0.425 -2.028 4.109
H -1.644 -0.756 5.324
H -2.902 -1.938 1.275
H -0.348 -2.714 1.635
C -1.518 1.986 4.235
C -0.168 1.507 4.400
C 0.552 1.759 3.213
H 0.249 1.088 5.313
C -0.329 2.331 2.245
C -1.607 2.585 2.895
H -2.380 3.266 2.559
H -2.287 2.107 4.994
H 1.628 1.668 3.079
H -0.051 2.718 1.267
O 1.543 -0.391 -4.440
C 2.934 -0.748 -4.537
C 3.330 -0.885 -6.019
H 3.098 -1.697 -3.997
H 3.525 0.025 -4.019
C 1.977 -1.031 -6.748
H 4.007 -1.722 -6.195
H 3.819 0.043 -6.337
C 0.989 -0.354 -5.784
H 1.726 -2.092 -6.843
H 1.979 -0.578 -7.740
H 0.002 -0.837 -5.770
H 0.844 0.702 -6.085
F -2.637 2.186 0.324
C -3.051 1.007 0.914
F -3.064 0.051 -0.079
C -4.554 1.236 1.312
F -5.247 1.701 0.257
F -5.146 0.085 1.731
F -4.675 2.149 2.321
*
```

The value obtained for the total energy is -43156.2504 eV. The value obtained for the energy relative to the best compared isomer or geometry (same formula, charge and spin) is 0.0 kJ/mol. For the LUMO energy (alpha / beta), the calculation gives 2.38 / 2.38 eV.


Density functional theory data (the ωB97M-V functional and the def2-TZVPD basis) for C38H41N9O2PS3Tl as an isolated structure.

Structure (ORCA input):
```
! RIJCOSX wB97M-V def2-TZVPD def2/J DEFGRID3
* xyz 2 1
Tl -14.588 -3.108 -13.387
C -19.756 -2.027 -16.755
C -19.643 -2.097 -15.212
N -18.652 -1.176 -14.685
C -17.335 -1.479 -14.544
S -16.906 -3.216 -14.409
N -16.501 -0.506 -14.354
N -15.231 -0.839 -14.053
C -14.322 0.031 -14.141
C -14.610 1.414 -14.718
C -12.965 -0.368 -13.609
C -11.921 0.527 -13.696
C -10.698 0.185 -13.098
C -10.560 -1.019 -12.514
C -11.657 -1.853 -12.421
N -12.821 -1.545 -13.004
H -20.181 -2.953 -17.147
H -20.425 -1.266 -17.153
H -18.757 -1.823 -17.189
H -20.564 -1.769 -14.768
H -19.478 -3.104 -14.831
H -18.900 -0.187 -14.781
H -15.667 1.399 -14.929
H -14.390 2.186 -13.982
H -13.997 1.623 -15.609
H -12.068 1.493 -14.157
H -9.873 0.889 -13.166
H -9.636 -1.329 -12.057
H -11.632 -2.797 -11.913
C -16.383 -6.710 -14.852
C -16.233 -6.594 -13.373
N -15.990 -5.459 -12.801
C -15.827 -5.595 -11.449
C -16.015 -6.863 -10.979
S -16.392 -7.900 -12.294
C -15.689 -4.374 -10.614
C -16.081 -4.281 -9.297
S -15.752 -2.751 -8.708
C -15.029 -2.274 -10.224
N -15.067 -3.226 -11.085
C -14.504 -0.895 -10.513
H -17.353 -6.419 -15.174
H -16.180 -7.714 -15.197
H -15.755 -5.970 -15.319
H -15.968 -7.249 -9.965
H -16.686 -4.950 -8.726
H -14.919 -0.181 -9.790
H -14.898 -0.643 -11.531
H -13.459 -0.944 -10.458
O -12.850 -5.820 -10.183
N -12.314 -5.669 -11.463
C -11.177 -5.093 -11.433
C -10.417 -4.908 -12.665
C -9.017 -4.989 -12.453
C -8.132 -5.146 -13.512
C -8.644 -5.055 -14.836
C -9.978 -4.859 -15.017
C -10.877 -4.821 -13.953
P -12.562 -4.506 -14.525
C -12.374 -3.150 -15.777
C -11.258 -2.286 -15.835
C -11.208 -1.236 -16.719
C -12.255 -1.053 -17.629
C -13.364 -1.887 -17.561
C -13.441 -2.918 -16.661
C -12.979 -6.041 -15.377
C -13.131 -6.137 -16.765
C -13.316 -7.362 -17.361
C -13.368 -8.567 -16.609
C -13.267 -8.464 -15.254
C -13.040 -7.217 -14.648
H -13.672 -6.290 -10.356
H -10.742 -4.890 -10.443
H -8.697 -5.052 -11.403
H -7.057 -5.363 -13.357
H -7.966 -5.204 -15.689
H -10.382 -4.796 -16.013
H -10.460 -2.383 -15.146
H -10.337 -0.601 -16.649
H -12.193 -0.202 -18.322
H -14.160 -1.615 -18.224
H -14.344 -3.518 -16.547
H -13.094 -5.177 -17.359
H -13.477 -7.449 -18.445
H -13.498 -9.521 -17.087
H -13.312 -9.338 -14.645
H -12.915 -7.218 -13.579
N -11.096 -2.092 -7.197
C -11.711 -2.721 -8.237
N -11.810 -4.069 -8.196
O -12.097 -2.116 -9.217
H -10.695 -2.465 -6.356
H -10.902 -1.135 -7.319
H -11.710 -4.512 -7.325
H -12.432 -4.533 -8.821
*
```

The value obtained for the total energy is -104052.4283 eV. For the LUMO energy, the calculation gives -5.87 eV.


Density functional theory data (the ωB97M-V functional and the def2-TZVPD basis) for a 3-piece molecular cluster, C39H80BrClN7O6P3 overall.

Structure (ORCA input):
```
! RIJCOSX wB97M-V def2-TZVPD def2/J DEFGRID3
* xyz 0 1
C -0.721 -0.159 6.174
C -0.523 1.109 5.202
C -0.055 0.779 3.712
P 1.608 -0.064 3.352
O 2.801 1.190 3.132
Cl 2.355 -1.082 5.085
C 0.221 2.274 3.117
O 0.365 3.360 3.721
N 0.326 2.124 1.658
C -0.598 0.960 1.330
C -0.272 0.168 -0.022
C 0.565 1.033 -1.105
C -0.108 0.838 -2.578
O 1.931 0.561 -1.030
C 2.687 0.848 -2.227
C 4.276 0.800 -1.915
C 5.240 1.437 -2.964
C 6.787 1.472 -2.777
C 7.340 0.847 -1.465
C 6.413 0.197 -0.412
C 4.862 0.181 -0.618
C -1.068 0.106 2.647
Br -0.472 -1.833 2.701
C -2.637 0.411 2.711
C -3.482 -0.478 3.743
C -3.916 -1.933 3.201
C -3.353 -3.037 4.223
C -4.339 -3.406 5.438
C -3.855 -4.868 5.985
C -3.982 -5.026 7.581
C -5.175 -6.106 7.862
C -4.609 -7.481 8.525
C -4.574 -7.278 10.132
O -5.966 -7.300 10.568
C -6.066 -7.610 11.983
H -1.688 -0.032 6.794
H 0.133 -0.136 6.945
H -0.752 -1.125 5.570
H 0.158 1.852 5.761
H -1.553 1.637 5.145
H 2.790 1.308 2.147
H -0.031 2.973 1.177
H -1.551 1.547 1.031
H 0.333 -0.796 0.133
H -1.269 -0.172 -0.498
H 0.531 2.162 -0.911
H -1.243 1.039 -2.468
H 0.092 -0.192 -3.021
H 0.259 1.657 -3.308
H 2.450 1.893 -2.620
H 2.486 0.035 -3.015
H 4.759 1.908 -3.897
H 7.476 1.959 -3.559
H 8.471 0.897 -1.313
H 6.902 -0.265 0.517
H 4.176 -0.271 0.181
H -3.157 0.295 1.684
H -2.746 1.515 3.022
H -3.005 -0.626 4.767
H -4.468 0.100 3.933
H -3.481 -2.166 2.168
H -5.058 -2.013 3.172
H -2.359 -2.696 4.707
H -3.095 -4.035 3.695
H -4.109 -2.685 6.314
H -5.444 -3.399 5.160
H -4.349 -5.704 5.382
H -2.724 -4.925 5.742
H -3.021 -5.508 7.991
H -4.160 -4.051 8.145
H -5.925 -5.580 8.558
H -5.740 -6.389 6.905
H -3.533 -7.712 8.187
H -5.293 -8.362 8.226
H -4.124 -6.243 10.336
H -3.954 -8.104 10.637
H -5.033 -7.753 12.477
H -6.731 -8.541 12.098
H -6.591 -6.751 12.548
O 5.287 -0.236 -5.946
P 6.290 -0.164 -7.116
N 5.095 -0.252 -8.319
C 4.501 -1.404 -8.955
C 4.256 0.932 -8.485
N 7.115 -1.595 -6.661
C 7.016 -2.907 -7.273
C 7.272 -1.778 -5.211
N 7.490 -0.012 -8.439
C 7.954 1.375 -8.561
C 7.449 -0.599 -9.765
H 4.314 -1.192 -10.013
H 3.546 -1.680 -8.486
H 5.134 -2.284 -8.941
H 4.643 1.557 -9.298
H 4.236 1.541 -7.577
H 3.216 0.681 -8.717
H 5.981 -3.267 -7.310
H 7.578 -3.660 -6.710
H 7.467 -2.934 -8.262
H 6.385 -2.241 -4.765
H 7.450 -0.822 -4.712
H 8.137 -2.408 -4.985
H 7.218 2.001 -9.081
H 8.908 1.430 -9.095
H 8.120 1.809 -7.568
H 6.798 -0.040 -10.451
H 7.125 -1.636 -9.780
H 8.457 -0.602 -10.194
O -4.673 2.914 -2.436
P -4.549 4.386 -1.991
N -2.927 4.531 -2.473
C -1.716 4.250 -1.743
C -2.681 4.563 -3.913
N -4.898 4.049 -0.346
C -3.965 3.990 0.763
C -5.924 3.019 -0.135
N -4.474 6.112 -1.517
C -5.168 6.950 -2.502
C -3.341 6.857 -1.001
H -0.945 4.986 -1.998
H -1.326 3.250 -1.973
H -1.831 4.312 -0.666
H -2.591 5.600 -4.256
H -3.496 4.096 -4.472
H -1.765 4.033 -4.194
H -3.148 3.282 0.575
H -4.452 3.651 1.684
H -3.572 4.969 1.023
H -5.497 2.012 -0.169
H -6.709 3.087 -0.892
H -6.420 3.149 0.832
H -4.554 7.112 -3.397
H -5.438 7.922 -2.078
H -6.101 6.471 -2.818
H -2.645 7.167 -1.793
H -2.763 6.322 -0.252
H -3.697 7.764 -0.501
*
```

The value obtained for the total energy is -174871.1558 eV. For the LUMO energy, the calculation gives -1.36 eV.